The following is a DFT calculation (the ωB97M-V functional and the def2-TZVPD basis) of a structure of composition C34H41AsN3O8P2STl.

```
91
Properties=species:S:1:pos:R:3:lowdin_charge:R:1
Tl -0.70030 -0.19936 1.90386 0.903
C 0.73408 -3.26362 4.70776 -0.287
P 1.55670 -1.94806 3.72849 0.799
C 2.85617 -2.92017 2.86929 -0.287
C 2.62221 -1.23254 5.07059 -0.462
C 3.66284 -0.25345 4.53625 -0.467
P 3.02674 0.73225 3.10129 0.821
C 4.39018 1.97820 3.02724 -0.325
C 1.77269 1.73473 3.97753 -0.301
H 1.45283 -3.98610 5.10404 0.031
H 0.01789 -3.76895 4.06477 0.029
H 0.19322 -2.80039 5.53381 0.035
H 3.55415 -3.36429 3.58798 0.034
H 3.39573 -2.26279 2.18860 0.024
H 2.37162 -3.68793 2.27851 0.015
H 3.11311 -2.05095 5.61431 0.066
H 1.95692 -0.72742 5.77627 0.070
H 4.54050 -0.80275 4.17988 0.064
H 4.00315 0.42325 5.33065 0.068
H 4.51841 2.49904 3.98010 0.026
H 4.16661 2.71052 2.25329 0.021
H 5.32694 1.48394 2.76196 0.021
H 2.20539 2.24342 4.84504 0.043
H 0.94756 1.10557 4.31135 0.015
H 1.33079 2.46485 3.30795 0.017
O -4.33182 0.09433 4.42526 -0.267
As -4.18492 -0.38481 2.72028 0.824
O -5.64432 -1.07258 2.38598 -0.521
O -2.80852 -1.25528 2.42700 -0.631
C -4.12619 1.28727 1.69658 -0.223
C -4.98114 1.24154 0.59228 -0.107
C -5.07639 2.30014 -0.29319 -0.103
C -4.32354 3.44460 -0.07247 -0.100
C -3.47975 3.50363 1.02014 -0.079
C -3.36962 2.43166 1.90330 -0.262
S -2.18876 2.69640 3.23783 0.382
O -1.93735 1.37608 3.80684 -0.461
O -2.83540 3.62488 4.14618 -0.336
O -1.03503 3.25954 2.53597 -0.385
H -5.24168 -0.16436 4.61088 0.016
H -5.57922 0.34775 0.46034 0.087
H -5.73357 2.23341 -1.15100 0.089
H -4.39268 4.28708 -0.75264 0.091
H -2.87656 4.38153 1.20695 0.107
C -2.79828 -6.03027 -3.82673 -0.076
C -2.06983 -5.27063 -2.75128 -0.294
C -0.90670 -5.76413 -2.18575 -0.036
C -0.21496 -5.05545 -1.20400 -0.211
C 1.04077 -5.64588 -0.62135 -0.042
C -0.68616 -3.81014 -0.79885 -0.049
C -1.87166 -3.30283 -1.34234 -0.190
C -2.43646 -1.99923 -0.85074 -0.034
C -2.54602 -4.04220 -2.30263 -0.021
C 0.07847 -2.97212 0.21954 -0.698
O 0.11991 -3.39237 1.39534 -0.068
O 0.56186 -1.91070 -0.22847 -0.107
H -2.48010 -7.07277 -3.85463 0.063
H -2.60868 -5.59964 -4.81293 0.070
H -3.87694 -6.00869 -3.66488 0.069
H -0.52767 -6.73280 -2.50087 0.103
H 0.98687 -6.73581 -0.62834 0.068
H 1.18366 -5.30027 0.39986 0.062
H 1.91723 -5.35125 -1.20486 0.081
H -2.63587 -2.03636 0.22391 0.062
H -3.37058 -1.76505 -1.36057 0.075
H -1.72282 -1.18921 -1.01575 0.072
H -3.47397 -3.65216 -2.70600 0.108
N 1.51319 2.67343 -4.73692 0.167
C 1.74531 3.48076 -5.82521 -0.196
C 1.71533 3.25145 -7.19446 -0.033
C 2.00495 4.32707 -8.01358 -0.117
C 2.31136 5.58816 -7.48400 -0.116
C 2.33391 5.81026 -6.12128 -0.028
C 2.04273 4.74097 -5.27757 -0.235
N 1.98681 4.68974 -3.89903 0.175
C 1.67105 3.45267 -3.61674 -0.270
C 1.47412 2.89449 -2.27407 -0.158
C 1.60385 1.52981 -2.03670 -0.008
C 1.37197 1.04778 -0.75655 -0.132
N 1.02434 1.84186 0.24903 0.043
C 0.88873 3.14317 0.02569 -0.118
C 1.11614 3.72359 -1.21496 -0.003
H 1.21986 1.71062 -4.73894 0.156
H 1.47961 2.27877 -7.60489 0.104
H 1.99133 4.19324 -9.08683 0.090
H 2.53227 6.40283 -8.16087 0.090
H 2.56827 6.78036 -5.70846 0.105
H 1.89273 0.83768 -2.81645 0.104
H 1.43863 -0.01222 -0.53067 0.076
H 0.54472 3.72820 0.87247 0.093
H 0.99703 4.78550 -1.37401 0.106
```

Properties
2S+1: 1
Charge: -2
Frontier orbital gap in eV: 6.351
Energy relative to the best compared isomer or geometry (same formula, charge and spin) in eV: 0.1713
Highest occupied orbital energy in eV: -2.76


The following is a DFT calculation (the ωB97M-V functional and the def2-TZVPD basis) of a cluster of 24 separate species, C34H41Cl69N2O3 in total in a non-equilibrium geometry.

```
149
Properties=species:S:1:pos:R:3:lowdin_charge:R:1
C -0.13284 3.57124 -0.08380 -0.075
C 0.80813 2.81258 -1.00451 -0.279
O 0.19349 2.08538 -2.04875 -0.125
C 0.30898 0.67871 -1.91526 -0.194
C 1.33061 0.05483 -2.83064 -0.220
O 2.56282 -0.21410 -2.18881 -0.148
C 3.40342 0.91464 -2.09473 -0.166
C 4.13095 0.88306 -0.75324 -0.166
O 3.28014 0.51311 0.31093 -0.175
C 3.40167 -0.83102 0.65636 -0.216
C 2.08343 -1.26279 1.40005 -0.201
C 1.23941 -0.13267 1.73230 -0.169
N 0.67395 0.76717 1.99706 0.171
C 2.49459 -1.93938 2.73448 -0.180
C 1.39110 -2.63624 3.33790 -0.315
N 0.60764 -3.23332 3.82986 0.169
H 0.44287 4.38163 0.34039 0.075
H -0.52251 2.96869 0.71599 0.006
H -0.96234 4.03972 -0.59263 0.076
H 1.45528 3.55804 -1.45766 0.112
H 1.46357 2.19896 -0.40121 0.093
H 0.44644 0.37470 -0.88440 0.102
H -0.64446 0.26542 -2.23416 0.112
H 0.92713 -0.90566 -3.10619 0.065
H 1.46406 0.61902 -3.75440 0.069
H 4.17016 0.80400 -2.86187 0.128
H 2.90513 1.85579 -2.27225 0.111
H 5.02868 0.28192 -0.82247 0.122
H 4.43878 1.89827 -0.54183 0.125
H 3.45870 -1.46805 -0.21680 0.051
H 4.28596 -1.03257 1.26571 0.029
H 1.53535 -1.95534 0.79359 0.105
H 2.82853 -1.13779 3.37545 0.083
H 3.31898 -2.59113 2.47452 0.057
C -0.63332 -1.14113 -6.15453 -1.481
Cl -1.95641 0.01170 -6.27869 0.518
Cl 0.90692 -0.28116 -6.00089 0.615
Cl -0.87578 -2.23389 -4.79058 0.533
H -0.60425 -1.73019 -7.06147 0.016
C -3.31388 1.10036 1.81246 -1.525
Cl -3.29464 2.82896 2.15329 0.527
Cl -4.97414 0.52135 1.61512 0.547
Cl -2.33662 0.73881 0.39935 0.587
H -2.87349 0.58526 2.65593 0.015
C -1.12008 -6.58274 1.08478 -1.541
Cl -0.67387 -8.13685 1.78979 0.519
Cl 0.09349 -6.07757 -0.08879 0.500
Cl -2.71433 -6.67308 0.33214 0.526
H -1.15724 -5.84475 1.87247 0.011
C -6.42098 2.96108 4.45538 -1.542
Cl -7.42164 2.26608 5.73500 0.531
Cl -7.28532 4.24898 3.61839 0.502
Cl -4.90523 3.57071 5.11903 0.487
H -6.19444 2.18048 3.74047 -0.031
C -5.67991 7.53645 1.63895 -1.590
Cl -4.96991 5.95093 1.90378 0.484
Cl -4.86959 8.38180 0.31725 0.528
Cl -7.40627 7.38798 1.32349 0.506
H -5.54667 8.11974 2.54212 -0.059
C 2.56423 0.17115 -9.23617 -1.565
Cl 1.82888 1.54350 -10.06297 0.507
Cl 1.99821 -1.35166 -9.92841 0.520
Cl 4.32555 0.26896 -9.30237 0.528
H 2.25981 0.20082 -8.20060 -0.069
C -9.33703 8.30041 4.72130 -1.526
Cl -10.10723 9.71245 3.99729 0.532
Cl -9.99157 6.81163 4.03847 0.522
Cl -7.58656 8.37031 4.50480 0.512
H -9.54503 8.30633 5.78217 0.014
C 7.13127 -2.92605 2.16129 -1.499
Cl 7.53030 -2.15746 0.62569 0.548
Cl 5.67350 -2.20636 2.86861 0.568
Cl 6.92279 -4.66367 1.94164 0.467
H 7.94689 -2.75836 2.85150 -0.008
C 7.69984 -5.30051 6.07248 -1.523
Cl 7.08126 -3.85885 5.25961 0.537
Cl 7.07466 -6.75493 5.29813 0.513
Cl 9.46469 -5.30446 6.07938 0.536
H 7.35625 -5.28475 7.09811 0.003
C 1.76055 3.32760 -13.97976 -1.553
Cl 1.17417 4.25019 -12.59287 0.512
Cl 2.31826 4.41168 -15.25547 0.522
Cl 3.04628 2.22113 -13.49635 0.512
H 0.93836 2.74274 -14.36832 0.012
C 3.96799 -4.42533 -1.37740 -1.486
Cl 5.22871 -3.31717 -1.91817 0.548
Cl 4.44441 -5.22805 0.12229 0.507
Cl 2.43282 -3.56818 -1.19658 0.591
H 3.83671 -5.18321 -2.13806 0.017
C -6.02133 11.93376 0.76500 -1.536
Cl -6.61427 10.69164 1.86515 0.517
Cl -7.09276 12.08965 -0.62737 0.535
Cl -5.85852 13.47818 1.60034 0.509
H -5.04461 11.63292 0.40949 0.005
C 6.97307 -8.96888 -0.34208 -1.516
Cl 6.12905 -10.13091 0.68765 0.487
Cl 6.15692 -8.81919 -1.90127 0.529
Cl 7.08232 -7.40357 0.47173 0.486
H 7.97913 -9.32416 -0.51837 0.014
C -3.94497 -4.38120 -2.59247 -1.552
Cl -4.66872 -2.99058 -3.40116 0.530
Cl -4.50869 -5.88815 -3.31440 0.529
Cl -2.18349 -4.28388 -2.64731 0.481
H -4.25068 -4.36726 -1.55535 0.002
C -3.50259 3.89980 -5.88692 -1.534
Cl -4.17459 5.30583 -6.71112 0.535
Cl -4.07161 2.40566 -6.64300 0.505
Cl -1.74198 3.95803 -5.88218 0.534
H -3.84621 3.90924 -4.86157 0.016
C 2.64633 -12.48099 1.94239 -1.529
Cl 4.30579 -11.90410 2.13592 0.491
Cl 2.36570 -13.90670 2.94143 0.528
Cl 1.49479 -11.20341 2.31940 0.527
H 2.50269 -12.75662 0.90670 0.016
C -0.68318 -15.72632 4.34128 -1.574
Cl -1.56481 -16.85698 5.36970 0.526
Cl -1.38841 -15.67342 2.72463 0.518
Cl -0.65228 -14.11752 5.06143 0.510
H 0.33629 -16.07632 4.25262 -0.003
C -9.45477 15.86809 1.87730 -1.549
Cl -9.61548 14.18933 2.39805 0.515
Cl -7.83967 16.16715 1.23530 0.503
Cl -10.68765 16.27107 0.68096 0.524
H -9.59958 16.50480 2.73895 0.010
C -2.37537 7.06980 5.11290 -1.521
Cl -1.67050 5.45364 5.18080 0.505
Cl -1.69108 7.95548 3.74762 0.530
Cl -4.12735 6.96421 4.95184 0.501
H -2.13854 7.60870 6.01979 0.016
C 0.75928 1.28675 4.33771 -1.518
Cl 2.38917 1.90626 4.05222 0.556
Cl 0.82329 -0.33700 5.02358 0.634
Cl -0.14991 2.38015 5.38603 0.514
H 0.25039 1.23173 3.38312 -0.087
C 4.02808 -8.36633 7.81138 -1.550
Cl 3.29338 -9.57933 8.85841 0.530
Cl 5.18006 -7.37720 8.71746 0.515
Cl 4.81175 -9.12460 6.42712 0.508
H 3.24468 -7.71829 7.44308 0.013
C -4.20977 1.52602 -10.38979 -1.569
Cl -4.88154 2.93734 -11.20708 0.526
Cl -4.78087 0.03605 -11.14530 0.523
Cl -2.44784 1.58792 -10.38294 0.510
H -4.55111 1.53714 -9.36400 -0.034
C 6.23290 1.92865 3.90385 -1.526
Cl 5.19113 1.16485 2.70347 0.548
Cl 7.36221 0.75562 4.59102 0.525
Cl 7.10199 3.28985 3.19714 0.542
H 5.60850 2.30374 4.70349 0.007
```

Properties
2S+1: 1
Frontier orbital gap in eV: 9.442
Energy relative to the best compared isomer or geometry (same formula, charge and spin) in eV: 1.0560
Highest occupied orbital energy in eV: -9.36


The following is a DFT calculation (the ωB97M-V functional and the def2-TZVPD basis) of a structure of composition C34H41F3N4O3S2V.

```
88
Properties=species:S:1:pos:R:3:lowdin_charge:R:1
V -0.53238 -0.66812 0.74266 0.839
O 1.26131 -0.30324 2.18016 -0.579
S 2.27430 0.52564 2.96745 1.079
C 3.81514 0.26971 2.09259 -0.303
C 3.77180 0.50410 0.57968 -0.210
C 4.36856 -0.66549 -0.20441 -0.198
C 3.49039 -1.90990 -0.22505 -0.293
S 1.97121 -1.89366 -1.18943 1.070
O 1.07149 -0.83551 -0.53838 -0.607
C 2.48823 -1.20721 -2.72773 -0.400
C 2.83169 -2.09661 -3.73627 -0.065
C 3.26855 -1.58948 -4.95268 -0.043
C 3.33876 -0.21895 -5.14922 -0.040
C 2.98008 0.66105 -4.13431 -0.044
C 2.55618 0.17174 -2.91000 -0.079
C 1.93753 2.22982 2.64851 -0.391
C 1.11639 2.63801 1.60869 -0.090
C 0.88329 3.99315 1.43130 -0.050
C 1.46974 4.92036 2.28396 -0.044
C 2.28382 4.49855 3.32647 -0.044
C 2.50915 3.14433 3.52502 -0.070
H 4.05996 -0.76544 2.34856 0.097
H 4.55311 0.89032 2.60589 0.110
H 4.30507 1.42425 0.34248 0.130
H 2.73964 0.65447 0.26770 0.073
H 5.32638 -0.96142 0.23204 0.132
H 4.59553 -0.36091 -1.22725 0.113
H 3.13335 -2.19843 0.76902 0.095
H 4.02200 -2.77743 -0.62588 0.110
H 2.75184 -3.16606 -3.58657 0.119
H 3.54008 -2.26551 -5.75139 0.121
H 3.67048 0.17000 -6.10221 0.121
H 3.03936 1.72864 -4.29813 0.118
H 2.29043 0.84043 -2.10246 0.096
H 0.65959 1.90159 0.96267 0.069
H 0.24306 4.33137 0.62647 0.111
H 1.28230 5.97572 2.14045 0.119
H 2.72919 5.22031 3.99698 0.121
H 3.11710 2.80702 4.35591 0.120
O -0.27431 -2.37041 2.10936 -0.139
C -1.35759 -2.38703 3.06137 -0.117
C -1.63359 -0.98319 3.51863 -0.233
C -1.90247 -0.66774 4.83320 0.020
C -2.05317 0.66902 5.18572 -0.011
C -1.90503 1.63751 4.21360 -0.012
C -1.64260 1.23802 2.91232 -0.109
N -1.52114 -0.04389 2.55583 0.020
H 0.49950 -1.95900 2.54348 0.080
H -1.11016 -3.04024 3.89765 0.143
H -2.20552 -2.81952 2.52894 0.120
H -1.97696 -1.45329 5.57234 0.131
H -2.26383 0.93722 6.21229 0.127
H -1.98778 2.68988 4.44392 0.123
H -1.51472 1.96730 2.12344 0.100
C -1.38070 -3.44832 -0.43783 -0.140
C -2.08130 -4.35351 -1.46707 -0.136
N -3.20016 -3.64672 -2.08459 -0.141
C -2.66052 -2.55709 -2.89336 -0.136
C -1.68426 -1.70010 -2.06263 -0.132
N -1.80738 -2.02409 -0.60845 -0.201
C -3.26550 -1.96770 -0.28032 -0.134
C -4.03231 -3.07777 -1.02801 -0.136
H -0.29402 -3.48512 -0.52609 0.093
H -1.62403 -3.73300 0.58536 0.107
H -2.44640 -5.26196 -0.98675 0.128
H -1.39589 -4.65946 -2.25902 0.126
H -3.49533 -1.95928 -3.26175 0.128
H -2.15257 -2.97726 -3.76219 0.126
H -1.87841 -0.63573 -2.18772 0.106
H -0.64331 -1.87787 -2.33850 0.103
H -3.61816 -0.97823 -0.57202 0.103
H -3.37386 -2.04882 0.80414 0.109
H -4.94494 -2.67520 -1.46884 0.128
H -4.32574 -3.88247 -0.35268 0.128
F -4.22071 3.89115 -3.06933 0.171
C -3.05842 4.24198 -2.51049 -0.596
F -2.23830 4.66753 -3.47400 0.162
F -3.29219 5.26373 -1.67942 0.169
C -2.46352 3.07296 -1.75567 -0.080
C -3.21353 2.42419 -0.79198 0.047
C -2.64544 1.36832 -0.10450 -0.122
N -1.39016 0.93888 -0.31681 -0.045
C -0.68274 1.57001 -1.27288 -0.108
C -1.17564 2.63186 -2.00423 0.043
H -4.22872 2.72237 -0.56779 0.143
H -3.20203 0.85239 0.66612 0.113
H 0.30796 1.17949 -1.45590 0.088
H -0.55610 3.09299 -2.76017 0.134
```

Properties
2S+1: 2
Charge: +2
Frontier orbital gap (spin up / spin down) in eV: 7.502 / 6.756
⟨S²⟩: 0.7574
Energy relative to the best compared isomer or geometry (same formula, charge and spin) in eV: 0.0000
Highest occupied orbital energy (spin up / spin down) in eV: -12.47 / -11.79